Density functional theory data (the ωB97M-V functional and the def2-TZVPD basis) for 23 unconnected molecules or ions with the total composition H44IO22 at a distorted geometry.

XYZ file:
```
67
Properties=species:S:1:pos:R:3:forces:R:3
I -12.8331 -15.7686 18.5019 0.2 -0.3 0.0
O -14.9429 -13.0805 17.3524 0.5 0.4 -0.6
O -9.1252 -13.0674 17.7772 0.2 0.1 0.4
O -11.5656 -15.2210 22.4440 0.2 0.4 0.1
O -13.9074 -12.9217 20.4292 -0.6 0.0 0.4
O -14.5533 -19.3399 20.7497 0.0 -0.1 -0.2
O -14.7015 -19.3135 17.7347 -0.3 -0.4 -0.3
O -16.4405 -16.1650 19.7224 -0.2 -0.4 0.6
O -9.6488 -17.4950 19.1992 0.3 0.0 -0.2
O -16.4367 -15.3381 22.7441 -0.3 -0.1 0.4
O -8.0343 -15.8404 17.4969 0.2 0.4 -0.6
O -13.2368 -10.8569 18.5986 0.1 0.8 -0.3
O -11.0216 -16.1600 15.2963 0.2 -0.5 0.0
O -17.0813 -14.7970 16.1018 -0.6 0.6 0.0
O -10.7143 -13.0376 20.0502 -0.5 0.3 1.0
O -11.4695 -19.3827 17.8058 -0.3 -0.7 0.0
O -13.4287 -17.0995 21.8192 0.1 0.3 0.7
O -13.1679 -12.9527 15.2468 0.4 -0.3 -0.9
O -10.8870 -11.7252 16.0876 0.6 0.2 0.3
O -11.4218 -14.3565 13.4783 0.1 0.5 -1.1
O -17.4459 -13.8438 18.9059 -0.5 0.9 -0.1
O -8.8958 -15.7452 22.1187 0.9 -0.2 0.0
O -15.4456 -17.0478 16.5072 -0.8 0.5 -0.7
H -17.5311 -14.1170 17.9925 -0.2 -0.2 -0.4
H -8.6813 -16.2162 18.0937 -0.3 -0.4 0.5
H -11.1936 -15.1861 13.8977 0.2 -0.2 0.2
H -15.3148 -17.9455 16.8126 0.1 -0.4 0.4
H -11.4880 -12.4400 15.8776 -0.6 -0.1 -0.2
H -7.1928 -15.9979 17.9250 0.1 0.0 0.1
H -13.5203 -12.3484 14.5934 0.0 0.3 -0.1
H -9.8339 -12.8832 17.1608 -0.2 0.6 -0.4
H -11.6164 -14.8435 23.3221 0.1 0.2 0.2
H -15.5885 -16.5394 19.4988 0.7 0.1 -0.3
H -16.7830 -14.6163 15.2104 0.1 0.1 -0.1
H -10.0626 -12.8222 19.3831 0.5 -0.1 -0.7
H -16.7432 -15.6714 16.2954 0.5 -0.8 0.2
H -10.5707 -16.9506 15.5926 0.3 -0.1 0.1
H -10.9826 -11.1099 15.3606 0.1 0.1 -0.1
H -15.3776 -19.5369 21.1945 -0.4 0.0 0.1
H -11.7864 -16.0915 15.8679 -0.4 0.2 0.4
H -9.5504 -18.0775 19.9524 0.2 -0.1 0.2
H -8.8213 -13.9432 17.5387 0.4 -0.6 0.0
H -17.1768 -14.6369 19.3695 0.4 -0.2 0.1
H -11.0462 -13.8977 19.7927 -0.1 -0.3 -0.1
H -13.9117 -19.9141 21.1680 0.3 -0.4 0.0
H -12.4586 -15.5089 22.2545 -0.3 -0.4 0.0
H -11.1786 -19.4967 16.9011 0.2 0.0 -0.2
H -14.5974 -13.7762 17.9117 0.1 -0.3 0.3
H -9.1845 -16.5002 22.6315 -0.2 0.0 0.1
H -16.2632 -15.5652 21.8306 0.0 -0.1 -0.5
H -13.2963 -16.8252 20.9117 0.1 0.1 -0.7
H -13.1564 -12.6971 20.9786 0.4 0.1 0.0
H -12.1308 -14.0030 14.0155 -0.2 0.1 0.3
H -13.9073 -13.1379 15.8259 -0.7 -0.1 1.0
H -13.8146 -17.9729 21.7520 -0.3 0.0 -0.2
H -12.5034 -10.8908 19.2128 0.2 -0.2 0.1
H -9.7067 -15.3134 21.8501 -0.5 0.2 -0.1
H -10.5410 -17.1561 19.2729 -0.5 0.4 0.1
H -14.0436 -19.7453 17.1898 0.3 -0.1 -0.1
H -11.7053 -18.4571 17.8673 -0.1 0.6 0.1
H -14.3953 -19.4471 18.6317 0.1 0.2 0.5
H -15.6803 -14.8147 23.0091 0.2 0.2 0.0
H -17.0760 -16.7990 19.3899 -0.2 -0.2 -0.1
H -15.8904 -13.2159 17.3586 -0.3 0.0 0.2
H -14.6809 -16.5708 16.8295 0.4 0.3 0.3
H -13.6649 -13.7517 20.0188 0.2 -0.4 -0.1
H -13.4365 -11.7744 18.4125 -0.3 -0.2 0.1
```
Forces are in eV/Å.

Values from the calculation:
ΔE to the lowest compared entry with this formula, charge and spin (kJ/mol): 104.8
Molar mass (u): 523.23
Highest occupied orbital energy (eV): -6.849
Total charge: -1
LUMO level (eV): 1.39
2S+1: 1
Strongest force on any atom (eV/Å): 1.2
Kohn-Sham gap (eV): 8.2